DFT (ωB97M-V/def2-TZVPD) results for a gas-phase ion, C7H13BrNO4 (charge +1) in a non-equilibrium geometry.

Each atom is followed by the atoms it is bonded to, with distances in Å.
CARTESIAN COORDINATES (ANGSTROEM)
1 C -3.6845 1.2585 -1.0450  C2 1.511, H14 1.196, H15 1.102, H16 1.167
2 C -2.5526 0.4490 -1.6339  C1 1.511, O3 1.420, H17 1.082, H18 1.060
3 O -1.3191 1.1379 -1.7781  C2 1.420, C4 1.283
4 C -0.3110 1.0593 -0.9878  O3 1.283, O5 1.209, O6 1.433
5 O 0.6883 1.7350 -1.0627  C4 1.209
6 O -0.4033 0.0173 -0.0086  C4 1.433, C7 1.356
7 C 0.5735 0.1280 0.9252  O6 1.356, O8 1.346, C11 1.357
8 O 1.3570 -0.9189 1.2444  C7 1.346, C9 1.437
9 C 1.4460 -2.0341 0.3423  O8 1.437, C10 1.524, H19 1.062, H20 1.049
10 C 2.3770 -1.5373 -0.7568  C9 1.524, H21 1.052, H22 1.011, H23 1.161
11 C 0.8062 1.2462 1.6584  C7 1.357, N12 1.449, Br13 1.889
12 N 1.6778 1.2217 2.8161  C11 1.449, H24 1.032, H25 1.089, H26 1.000
13 Br -0.4268 2.6758 1.7103  C11 1.889
14 H -3.5352 2.4356 -1.1915  C1 1.196
15 H -4.6567 0.9838 -1.4850  C1 1.102
16 H -3.8626 1.1880 0.1066  C1 1.167
17 H -2.7462 0.2058 -2.6703  C2 1.082
18 H -2.6420 -0.5052 -1.1809  C2 1.060
19 H 1.8629 -2.9039 0.7865  C9 1.062
20 H 0.5099 -2.3988 0.0389  C9 1.049
21 H 1.8942 -0.9712 -1.5009  C10 1.052
22 H 3.1286 -0.9839 -0.3676  C10 1.011
23 H 2.8889 -2.3594 -1.3975  C10 1.161
24 H 1.9885 2.1992 2.9332  N12 1.032
25 H 2.5445 0.5627 2.8147  N12 1.089
26 H 1.2993 0.8335 3.6565  N12 1.000

Computed properties:
LUMO level: -3.49 eV
charge: +1
max |F|: 4.7 eV/Å
structure (SMILES): CCOC(=O)O/C(OCC)=C(/[NH3+])Br
HOMO level: -12.88 eV
spin multiplicity: 1
electronic energy: -87183.203 eV


DFT (ωB97M-V/def2-TZVPD) results for a gas-phase ion, C7H13BrNS (charge +1) in a non-equilibrium geometry.

Each atom is followed by the atoms it is bonded to, with distances in Å.
CARTESIAN COORDINATES (ANGSTROEM)
1 C -2.5526 2.1420 1.0749  C2 1.577, H11 1.102, H12 1.118, H13 1.123
2 C -1.8236 0.7691 1.3430  C1 1.577, C3 1.568, C4 1.405, H14 1.040
3 C -2.7073 -0.4597 0.9333  C2 1.568, H15 1.025, H16 1.116, H17 1.109
4 C -0.6239 0.8183 0.6132  C2 1.405, S5 1.649
5 S 0.3795 -0.3958 0.1243  C4 1.649, C6 2.020, C10 1.813
6 C 2.2283 -1.0856 0.5559  S5 2.020, Br7 1.846, N8 1.543
7 Br 2.2844 -2.8650 1.0445  C6 1.846
8 N 2.6481 -0.6094 -0.8506  C6 1.543, C9 1.511, C10 1.463, H18 1.059
9 C 2.5450 -1.5420 -2.0351  N8 1.511, H19 1.075, H20 1.118, H21 1.135
10 C 1.6564 0.4654 -0.8328  S5 1.813, N8 1.463, H22 1.037, H23 1.113
11 H -2.6725 2.7703 1.9720  C1 1.102
12 H -3.5422 1.9724 0.5823  C1 1.118
13 H -2.0483 2.7965 0.3142  C1 1.123
14 H -1.5170 0.8192 2.3356  C2 1.040
15 H -2.8910 -0.2906 -0.0605  C3 1.025
16 H -3.6684 -0.5310 1.4961  C3 1.116
17 H -2.1305 -1.4041 1.0013  C3 1.109
18 H 3.6033 -0.1959 -0.6556  N8 1.059
19 H 3.2064 -2.3774 -1.8927  C9 1.075
20 H 1.4479 -1.7566 -2.0129  C9 1.118
21 H 2.8331 -0.9544 -2.9628  C9 1.135
22 H 1.9742 1.2243 -0.2021  C10 1.037
23 H 1.3709 0.6899 -1.8853  C10 1.113

Computed properties:
LUMO level (spin up / spin down): -5.46 / -5.03 eV
charge: +1
max |F|: 3.3 eV/Å
structure (SMILES): CC(C)C#S1=C(Br)[N@@H+](C)C1
HOMO level (spin up / spin down): -12.11 / -12.03 eV
spin multiplicity: 1
electronic energy: -89823.323 eV


DFT (ωB97M-V/def2-TZVPD) results for 7 unconnected molecules or ions with the total composition C7H13Cl15.

Each atom is followed by the atoms it is bonded to, with distances in Å.
CARTESIAN COORDINATES (ANGSTROEM)
1 Cl -2.1748 0.2920 0.4806  C2 1.741
2 C -0.5239 0.0814 -0.0313  Cl1 1.741, Cl3 1.752, Cl4 1.767, H5 1.083
3 Cl -0.0599 1.3370 -1.1614  C2 1.752
4 Cl -0.2798 -1.5157 -0.7476  C2 1.767
5 H 0.1290 0.1537 0.8298  C2 1.083
6 Cl -5.4072 1.2637 1.5759  C7 1.764
7 C -5.7375 0.6702 -0.0524  Cl6 1.764, Cl8 1.760, H9 1.083, H10 1.083
8 Cl -7.2891 -0.1547 -0.1495  C7 1.760
9 H -5.7586 1.5087 -0.7374  C7 1.083
10 H -4.9426 -0.0171 -0.3160  C7 1.083
11 Cl -0.0937 -4.1098 1.9496  C12 1.763
12 C -0.3436 -5.0675 0.4902  Cl11 1.763, Cl13 1.768, H14 1.083, H15 1.083
13 Cl -1.6043 -6.2893 0.6960  C12 1.768
14 H -0.6538 -4.4064 -0.3097  C12 1.083
15 H 0.5850 -5.5696 0.2497  C12 1.083
16 Cl 2.4682 5.2866 -2.8161  C17 1.763
17 C 2.8141 3.7211 -2.0830  Cl16 1.763, Cl18 1.762, H19 1.083, H20 1.083
18 Cl 4.3328 3.7301 -1.1895  C17 1.762
19 H 2.0195 3.4925 -1.3829  C17 1.083
20 H 2.8889 2.9649 -2.8545  C17 1.083
21 Cl -3.0599 0.8141 -3.1241  C22 1.769
22 C -1.9646 -0.3655 -3.8579  Cl21 1.769, Cl23 1.751, H24 1.085, H25 1.085
23 Cl -2.3273 -0.6526 -5.5464  C22 1.751
24 H -0.9507 0.0101 -3.7648  C22 1.085
25 H -2.0310 -1.2772 -3.2740  C22 1.085
26 Cl 2.4946 -1.2186 5.7426  C27 1.773
27 C 2.0504 0.2170 4.8008  Cl26 1.773, Cl28 1.758, H29 1.082, H30 1.083
28 Cl 0.6749 -0.0802 3.7467  C27 1.758
29 H 1.8086 1.0014 5.5059  C27 1.082
30 H 2.9054 0.4707 4.1866  C27 1.083
31 Cl 4.1629 -0.0201 -0.8694  C32 1.755
32 C 4.1234 0.7498 0.7068  Cl31 1.755, Cl33 1.763, H34 1.085, H35 1.084
33 Cl 2.5303 1.4055 1.0822  C32 1.763
34 H 4.3807 0.0072 1.4549  C32 1.085
35 H 4.8334 1.5666 0.7699  C32 1.084

Computed properties:
LUMO level: 0.21 eV
charge: 0
max |F|: 0.6 eV/Å
structure (SMILES): ClC(Cl)Cl.ClCCl.ClCCl.ClCCl.ClCCl.ClCCl.ClCCl
HOMO level: -10.96 eV
spin multiplicity: 1
electronic energy: -195306.281 eV


DFT (ωB97M-V/def2-TZVPD) results for 2 unconnected molecules or ions with the total composition C7H13ClOSi in a non-equilibrium geometry.

Each atom is followed by the atoms it is bonded to, with distances in Å.
CARTESIAN COORDINATES (ANGSTROEM)
1 C -1.1732 -3.0817 -0.5544  C2 1.226, H8 1.018
2 C -0.8971 -1.8950 -0.6904  C1 1.226, C3 1.486
3 C -0.5634 -0.4516 -0.8073  C2 1.486, C4 1.350, C5 1.529
4 C -0.1428 0.1385 -1.9463  C3 1.350, H9 1.067, H10 1.094
5 C -0.8897 0.3818 0.4320  C3 1.529, C6 1.644, C7 1.568, H11 1.218
6 C -0.3557 1.9332 0.3253  C5 1.644, H12 1.036, H13 1.115, H14 1.119
7 C -2.4249 0.4597 0.7404  C5 1.568, H15 1.075, H16 1.090, H17 1.098
8 H -1.4172 -4.0599 -0.4101  C1 1.018
9 H 0.0705 1.1836 -1.9882  C4 1.067
10 H 0.2124 -0.5453 -2.7234  C4 1.094
11 H -0.3267 -0.2244 1.3253  C5 1.218
12 H -1.0696 2.5545 -0.0957  C6 1.036
13 H -0.2084 2.3067 1.3657  C6 1.115
14 H 0.6403 2.0975 -0.1582  C6 1.119
15 H -2.9501 0.6142 -0.1844  C7 1.075
16 H -2.7680 -0.4137 1.2951  C7 1.090
17 H -2.5895 1.3396 1.3764  C7 1.098
18 O 2.2009 -0.9748 -0.3349  Si19 1.546, H21 1.003
19 Si 3.1615 -0.4176 0.7411  O18 1.546, Cl20 2.159, H22 1.457, H23 1.394
20 Cl 3.2949 1.6372 0.0904  Si19 2.159
21 H 1.2102 -0.9791 -0.4920  O18 1.003
22 H 4.4094 -1.1677 0.6874  Si19 1.457
23 H 2.5763 -0.4356 2.0060  Si19 1.394

Computed properties:
LUMO level: 0.41 eV
charge: 0
max |F|: 4.8 eV/Å
structure (SMILES): C#CC(=C)C(C)C.O[SiH2]Cl
HOMO level: -9.63 eV
spin multiplicity: 1
electronic energy: -29916.170 eV


DFT (ωB97M-V/def2-TZVPD) results for a single C7H13ClSi molecule in a non-equilibrium geometry.

Each atom is followed by the atoms it is bonded to, with distances in Å.
CARTESIAN COORDINATES (ANGSTROEM)
1 C 2.4254 -0.8653 0.3426  C2 1.279, H10 1.091, H11 1.179
2 C 1.3855 -0.3221 -0.1665  C1 1.279, C3 1.552, Si7 2.166
3 C 0.8978 -0.2993 -1.6398  C2 1.552, C4 1.491, H12 1.080, H13 1.056
4 C -0.5760 -0.2614 -1.8629  C3 1.491, C5 1.568, H14 1.054, H15 1.180
5 C -1.2415 1.0805 -1.3977  C4 1.568, C6 1.550, H16 1.168, H17 1.088
6 C -1.6221 0.8466 0.0870  C5 1.550, Si7 1.868, H18 1.076, H19 1.066
7 Si -0.1291 0.4910 1.1514  C2 2.166, C6 1.868, C8 1.904, Cl9 1.996
8 C -0.4537 -0.6488 2.6419  Si7 1.904, H20 1.017, H21 1.188, H22 1.008
9 Cl 0.7674 2.0513 2.0144  Si7 1.996
10 H 2.5609 -0.7077 1.4140  C1 1.091
11 H 3.2957 -1.3974 -0.2484  C1 1.179
12 H 1.3769 0.4364 -2.2693  C3 1.080
13 H 1.2996 -1.1854 -2.0500  C3 1.056
14 H -0.7834 -0.3156 -2.8949  C4 1.054
15 H -1.0135 -1.0930 -1.1486  C4 1.180
16 H -0.3652 1.8292 -1.5860  C5 1.168
17 H -2.1493 1.1743 -1.9908  C5 1.088
18 H -1.9994 1.7676 0.4952  C6 1.076
19 H -2.3678 0.0852 0.0585  C6 1.066
20 H 0.4950 -0.9995 2.7503  C8 1.017
21 H -0.7055 -0.2462 3.7313  C8 1.188
22 H -1.0978 -1.4203 2.5681  C8 1.008

Computed properties:
LUMO level: 0.92 eV
charge: 0
max |F|: 6.2 eV/Å
structure (SMILES): C=C1CCCC[Si@]1(C)Cl
HOMO level: -9.10 eV
spin multiplicity: 1
electronic energy: -27869.397 eV